1.
Here is a molecular structure, C30H37Ge2NNaO5 from the OMol25 dataset. Energies are from the ωB97M-V functional and the def2-TZVPD basis.

Element x y z (Å)
H1 -4.71 -1.04 -6.16
H2 1.74 -3.79 -5.17
O1 -1.14 0.68 -2.29
C1 6.47 -0.48 3.16
C2 0.81 -2.66 0.85
C3 -0.79 -1.52 -3.27
H3 0.03 -4.78 -3.68
H4 -1.48 -1.39 2.65
O2 -1.57 -0.62 -0.14
H5 0.95 -3.64 0.36
H6 2.14 3.73 -0.71
H7 0.26 0.10 -4.24
H8 -1.21 2.67 4.89
H9 3.57 -0.20 4.88
C4 1.42 0.70 3.46
C5 -1.76 -0.60 -2.53
C6 1.08 -1.78 -4.80
C7 -5.17 0.83 -3.38
C8 -2.09 -1.21 -1.12
Na1 -1.79 1.48 -0.23
C9 1.64 3.04 -0.03
H10 -2.15 2.61 2.54
C10 5.60 -0.46 4.24
C11 3.75 0.05 2.76
H11 0.97 -1.49 -0.97
H12 -6.36 0.50 -5.14
H13 1.83 -1.32 -5.44
O3 -2.81 -2.21 -1.13
H14 1.71 0.88 4.50
C12 -5.43 0.27 -4.62
H15 4.27 0.20 0.69
H16 -1.08 1.17 -3.12
C13 -3.06 -0.34 -3.29
C14 0.18 -0.97 -4.11
H17 -2.21 -1.43 5.08
O4 -3.50 2.61 0.35
C15 -4.51 -0.59 -5.19
H18 2.04 3.22 0.97
C16 -3.99 0.53 -2.71
C17 5.99 -0.24 1.89
H19 2.88 1.38 -0.66
H20 -0.68 3.31 1.92
H21 -1.14 4.27 4.18
H22 0.32 3.28 4.27
H23 7.53 -0.69 3.32
H24 1.28 1.38 -1.38
C18 1.03 -3.15 -4.64
C19 4.25 -0.20 4.04
C20 0.07 -3.71 -3.81
H25 -2.62 -1.57 -4.98
H26 -2.62 -0.11 2.95
C21 -1.62 -0.46 3.21
C22 -1.07 2.66 2.71
H27 -1.58 -3.33 -2.48
H28 -5.88 1.51 -2.92
H29 -0.26 -2.50 0.97
C23 1.82 1.59 -0.46
H30 6.66 -0.26 1.03
H31 5.96 -0.66 5.24
O5 -2.04 3.48 -0.90
Ge1 -0.32 0.85 2.55
H32 -3.83 0.97 -1.73
H33 -0.50 -1.04 4.99
Ge2 1.25 0.23 0.83
N1 -3.21 3.53 -0.45
H34 2.50 -1.68 -0.12
H35 1.27 -2.72 1.84
H36 0.58 3.32 -0.01
C24 -1.49 -0.69 4.72
C25 4.64 0.02 1.69
C26 -0.76 3.25 4.08
C27 -0.83 -2.90 -3.13
H37 -1.67 0.23 5.28
C28 2.31 0.33 2.52
C29 1.42 -1.53 0.02
C30 -3.33 -0.89 -4.53

Output
Total charge: -1
HOMO energy: -5.6 eV
LUMO level: 2.24 eV


2.
Here is a molecular structure, C30H37IrN2OPS5 from the OMol25 dataset. Energies are from the ωB97M-V functional and the def2-TZVPD basis.

Element x y z (Å)
S1 -1.54 1.46 1.59
N1 0.19 2.08 -0.54
S2 0.73 -0.67 2.78
C1 -1.85 2.50 0.28
H1 -0.49 -2.68 2.81
H2 3.56 3.17 2.78
H3 0.48 -4.51 -3.54
H4 -2.02 0.82 -1.93
H5 2.83 -1.08 3.81
N2 -0.95 2.74 -0.67
O1 1.66 1.95 1.66
P1 -1.00 -0.88 -0.50
H6 -6.67 -0.22 -1.38
H7 2.58 0.61 3.38
C2 -4.79 0.36 1.93
C3 1.53 -3.41 2.43
H8 2.34 -1.79 -1.63
C4 1.07 -1.20 -3.97
C5 -4.94 1.41 1.03
C6 2.44 2.85 -0.46
H9 -3.12 0.31 -0.62
H10 5.42 4.49 -0.87
C7 2.89 -3.18 -0.06
H11 -6.39 -2.08 0.22
H12 1.59 -2.94 -5.10
H13 -5.76 2.01 -0.86
H14 2.56 -3.14 2.64
C8 -0.16 -2.97 -2.20
H15 0.42 0.35 -2.64
C9 2.50 2.64 0.98
H16 -0.64 -3.66 -1.53
Ir1 0.40 0.51 0.76
C10 4.59 4.00 -0.38
H17 -1.28 -2.94 0.77
C11 1.10 -2.57 -4.22
S3 2.61 -0.30 0.15
C12 -1.93 -2.16 0.37
C13 -0.16 -1.60 -1.93
C14 -5.97 -1.11 0.44
H18 -2.64 -2.61 -0.32
H19 3.54 3.62 -2.17
C15 -6.13 -0.06 -0.46
H20 -5.19 3.52 1.39
C16 1.25 2.71 -1.15
C17 0.44 -0.72 -2.83
H21 1.14 4.41 -2.45
C18 -4.39 2.78 1.36
H22 3.83 -1.59 1.73
C19 3.40 -0.59 1.78
C20 3.55 3.51 -1.09
H23 3.66 -3.31 0.70
H24 0.01 3.11 -2.85
H25 -3.89 2.80 2.33
H26 1.53 -0.51 -4.66
H27 -4.29 0.53 2.88
H28 4.01 -1.68 -1.11
H29 -2.82 -0.75 -2.00
C21 2.51 -0.41 3.01
C22 3.57 3.26 1.70
C23 0.48 -3.45 -3.34
C24 1.01 3.33 -2.49
C25 -5.31 -0.89 1.64
H30 1.37 -4.39 2.88
H31 4.23 0.11 1.84
S4 1.28 -3.58 0.64
H32 1.74 2.94 -3.20
C26 -2.37 -0.02 -1.33
C27 4.57 3.90 1.04
H33 0.61 -2.53 4.16
H34 -5.21 -1.70 2.36
H35 -2.49 -1.67 1.17
H36 5.39 4.33 1.61
C28 0.55 -2.45 3.07
H37 3.10 -3.93 -0.82
C29 2.99 -1.83 -0.76
S5 -3.27 3.44 0.09
C30 -5.62 1.19 -0.16

Output
Expectation value of S²: 0.778
Total charge: +2
HOMO energy (spin up / spin down): -13.3 / -13.7 eV
LUMO level (spin up / spin down): -6.33 / -7.89 eV
Multiplicity: 2


3.
Here is a gas-phase ion, C30H37N2O2 (charge +1) at a distorted geometry from the OMol25 dataset. Energies are from the ωB97M-V functional and the def2-TZVPD basis.

Element x y z (Å)
N1 -0.38 0.52 0.02
H1 -0.56 1.02 2.85
C1 0.67 -1.02 4.01
C2 -0.28 -3.57 3.30
C3 3.35 0.44 -2.67
H2 -1.69 -2.51 2.01
H3 1.80 1.93 -2.75
H4 -6.07 -2.02 -2.16
C4 0.84 3.02 2.47
H5 3.13 2.02 1.37
C5 1.27 -2.17 4.56
C6 -0.38 -1.15 3.09
C7 -1.52 -0.41 -1.92
H6 -3.07 3.79 0.88
C8 -2.73 0.23 -1.68
C9 -3.95 -1.72 -2.41
H7 3.02 -2.77 -1.48
O1 4.89 -1.34 -2.85
C10 1.47 -1.31 -1.57
N2 -1.49 2.43 0.91
H8 6.26 -2.80 -3.15
H9 -4.87 0.03 -1.51
C11 2.20 1.54 0.98
C12 1.50 3.79 0.19
C13 -2.72 -2.35 -2.65
C14 -3.92 -0.45 -1.82
C15 2.05 0.87 -2.50
H10 1.02 -0.02 4.30
C16 2.77 -1.75 -1.76
H11 -1.98 3.96 -0.51
H12 5.19 -3.11 -1.76
H13 -1.40 4.52 1.09
H14 -2.04 0.18 3.12
H15 4.12 1.09 -3.10
C17 5.24 -2.75 -2.79
H16 -0.07 3.60 2.55
C18 -2.39 1.33 0.93
C19 -5.26 -2.30 -2.85
H17 2.00 0.68 1.64
H18 2.33 4.33 0.65
H19 0.66 4.50 0.10
H20 0.77 -1.94 -1.05
C20 -2.01 3.77 0.58
H21 1.20 -4.32 4.68
H22 1.81 3.51 -0.82
H23 2.39 1.22 -0.05
H24 -5.60 -1.92 -3.82
C21 1.09 -0.03 -1.98
C22 3.69 -0.91 -2.40
C23 -0.24 2.06 0.31
H25 -0.67 -4.55 3.03
C24 -1.50 0.10 1.05
O2 -3.60 1.35 0.74
H26 4.58 -3.34 -3.42
H27 0.44 0.03 0.41
C25 -0.32 0.44 -1.54
H28 -2.01 -0.82 0.72
H29 1.69 3.65 2.77
H30 -5.19 -3.39 -3.00
H31 2.10 -2.06 5.26
C26 1.07 2.58 1.02
H32 -0.55 -2.24 -2.65
H33 0.80 2.17 3.15
H34 -0.50 1.44 -1.99
C27 -1.50 -1.71 -2.42
H35 -0.23 2.46 -0.68
C28 -1.09 0.09 2.56
H36 -2.75 -3.37 -3.07
C29 -0.85 -2.42 2.72
C30 0.77 -3.44 4.21
H37 -2.76 1.29 -1.42

Output
SMILES string: COc1ccc([C@@H](c2ccc(C)cc2)[N@H+]2[C@H](C(C)(C)C)N(C)C(=O)[C@@H]2Cc2ccccc2)cc1
Total charge: +1
HOMO energy: -11.4 eV
LUMO level: -2.02 eV


4.
Here is a molecular structure, C30H37N4PS4Sr from the OMol25 dataset. Energies are from the ωB97M-V functional and the def2-TZVPD basis.

Element x y z (Å)
H1 -6.12 -0.67 -1.45
N1 -4.36 0.28 -2.04
Sr1 0.83 0.95 0.02
H2 -0.02 2.04 6.76
C1 0.48 1.15 3.49
S1 -0.15 1.08 -2.75
H3 4.73 1.50 2.20
C2 -1.50 1.18 5.48
C3 2.44 2.12 -3.17
P1 -2.89 -1.86 -0.97
H4 4.02 2.40 4.29
S2 -1.29 -0.06 1.63
H5 4.34 2.97 -3.61
H6 -2.61 0.99 -2.95
H7 -6.07 -0.13 -3.14
N2 -5.08 -1.92 -2.75
C4 -5.49 -0.58 -2.34
C5 -2.22 3.90 1.27
C6 -0.26 1.66 5.78
H8 -5.17 -2.72 -0.83
S3 -1.94 3.14 -0.35
C7 -4.44 -2.65 -1.64
H9 -1.59 5.24 -1.53
H10 -1.22 -1.00 -2.57
H11 3.39 -1.87 1.63
C8 -3.51 0.41 -3.17
H12 1.25 -2.74 2.51
N3 1.46 1.14 2.52
H13 3.75 3.73 -5.88
C9 1.73 3.02 -5.74
C10 2.81 -2.07 -0.43
C11 0.75 1.65 4.78
H14 -0.21 4.81 -0.49
C12 -4.25 -1.84 -3.90
H15 -4.79 -1.37 -4.73
H16 1.96 -2.39 -2.37
C13 -0.83 0.64 3.18
C14 -3.61 -0.14 -0.85
H17 -4.22 -3.67 -1.96
C15 0.62 -3.00 -0.80
H18 -0.15 -3.34 -1.48
H19 -2.50 -0.83 -4.51
H20 3.73 -1.67 -0.82
H21 -4.27 -0.12 0.02
H22 -2.46 3.09 1.96
S4 3.04 1.60 -1.59
H23 -1.82 -2.60 -3.05
C16 -1.77 0.68 4.19
C17 3.35 2.79 -4.00
H24 3.68 2.36 1.09
C18 0.81 2.38 -4.94
H25 -0.47 3.94 -2.01
H26 -4.04 0.84 -4.02
H27 -1.31 4.39 1.61
H28 2.27 2.51 6.04
C19 2.68 1.55 2.82
C20 0.42 -3.10 0.57
C21 1.41 -2.68 1.45
C22 2.61 -2.18 0.94
H29 -2.76 0.28 3.98
H30 1.44 3.36 -6.73
C23 3.74 1.50 1.76
C24 -2.12 -1.63 -2.64
H31 -3.03 4.62 1.25
C25 1.81 -2.48 -1.30
H32 -2.81 0.57 -0.65
C26 3.01 3.23 -5.27
C27 2.05 2.11 5.06
N4 -3.03 -0.97 -3.64
C28 3.01 2.06 4.10
H33 -0.51 -3.48 0.96
C29 -0.97 4.42 -1.17
C30 1.14 1.91 -3.66
H34 -2.28 1.17 6.22
H35 -0.20 2.22 -5.29
H36 3.64 0.61 1.13
H37 -3.89 -2.82 -4.21

Output
Total charge: 0
HOMO energy: -6.1 eV
LUMO level: -0.15 eV


In the order shown, the computed electronic energy values come out to -160887.7115 -103030.4742 -38778.6586 -91138.8708 eV.
In the order shown, the computed molar mass values come out to 659.84 825.17 457.64 700.52 g mol⁻¹.
In the order shown, the computed energy above the lowest of the compared OMol25 structures with the same formula, charge and spin values come out to 0.0 0.0 60.7 137.2 kJ/mol.